Entry 1:
Density functional theory data (ωB97M-V with the def2-TZVPD basis set) for a structure of composition C34H46ClN5O8OsSb2.

ORCA input file:
```
! wB97M-V def2-TZVPD RIJCOSX def2/J DEFGRID3
* xyz 2 5
Os -0.32 0.04 -0.10
C 4.85 -0.63 1.00
Sb 2.89 0.17 0.88
C 2.04 -1.33 2.15
C 2.96 1.95 2.47
C 2.50 1.37 3.70
C 3.44 0.66 4.49
C 3.08 0.06 5.67
C 1.76 0.14 6.10
C 0.82 0.84 5.35
C 1.15 1.46 4.15
C 0.10 2.25 3.43
Sb -1.21 1.16 2.11
C -1.90 -0.30 3.50
C -2.91 2.39 2.04
H 5.11 -0.81 2.04
H 5.57 0.04 0.54
H 4.83 -1.58 0.46
H 2.71 -1.53 2.97
H 1.92 -2.23 1.54
H 1.07 -1.02 2.55
H 2.37 2.72 1.99
H 4.03 2.13 2.40
H 4.47 0.63 4.15
H 3.82 -0.46 6.27
H 1.46 -0.32 7.03
H -0.19 0.93 5.73
H 0.49 3.07 2.84
H -0.61 2.65 4.15
H -2.47 0.23 4.27
H -1.07 -0.82 3.97
H -2.55 -1.02 3.00
H -3.37 2.40 3.03
H -3.61 1.98 1.32
H -2.61 3.39 1.75
C -0.54 -3.61 2.34
N -1.03 -3.90 1.00
C -1.27 -5.32 0.71
C -1.07 -5.59 -0.76
C -1.97 -4.66 -1.54
N -1.79 -3.26 -1.10
C -2.29 -2.28 -2.05
C -1.29 -2.95 0.10
O -1.05 -1.72 0.44
H 0.44 -4.05 2.48
H -1.23 -4.04 3.07
H -0.49 -2.54 2.50
H -2.28 -5.60 1.02
H -0.57 -5.90 1.31
H -1.31 -6.62 -1.00
H -0.02 -5.41 -1.03
H -3.02 -4.94 -1.40
H -1.75 -4.68 -2.60
H -1.65 -2.24 -2.93
H -2.34 -1.30 -1.59
H -3.29 -2.57 -2.35
Cl 1.98 7.03 -4.38
C 1.50 5.85 -3.23
C 0.80 6.24 -2.09
C 0.41 5.28 -1.17
C 0.72 3.94 -1.38
C 1.43 3.56 -2.52
C 1.83 4.52 -3.45
C 0.28 2.95 -0.39
O -0.25 3.24 0.67
O 0.50 1.67 -0.75
H 0.57 7.28 -1.94
H -0.13 5.57 -0.28
H 1.69 2.52 -2.68
H 2.39 4.24 -4.33
C -5.03 1.04 -1.66
N -3.89 1.32 -2.51
C -2.62 1.20 -2.10
N -1.64 1.51 -2.97
O -2.36 0.82 -0.92
H -5.83 0.60 -2.26
H -5.41 1.95 -1.19
H -4.74 0.34 -0.88
H -4.06 1.74 -3.41
H -1.83 1.77 -3.92
H -0.68 1.41 -2.69
O 2.46 -1.37 -0.91
C 1.65 -1.36 -1.85
O 0.48 -0.80 -1.83
C 2.01 -2.07 -3.12
C 1.27 -1.87 -4.28
C 1.61 -2.55 -5.44
C 2.68 -3.41 -5.39
C 3.44 -3.62 -4.26
C 3.09 -2.94 -3.11
N 3.04 -4.16 -6.63
O 2.30 -4.04 -7.58
O 4.06 -4.82 -6.60
H 0.43 -1.19 -4.28
H 1.06 -2.42 -6.36
H 4.27 -4.31 -4.29
H 3.66 -3.07 -2.20
*
```

HOMO (alpha / beta) ... -12.566 / -13.469 eV
F_max ... 0.52 eV Å⁻¹
<S²> ... 6.043
HOMO-LUMO gap (alpha / beta) ... 0.2850 / 0.2260 Ha
ΔE to the lowest compared entry with this formula, charge and spin ... 0.00 kcal per mole

=====

Entry 2:
Density functional theory data (ωB97M-V with the def2-TZVPD basis set) for a cluster of 11 separate species, C34H46N10O8S in total at a distorted geometry.

ORCA input file:
```
! wB97M-V def2-TZVPD RIJCOSX def2/J DEFGRID3
* xyz -2 1
S 0.19 -0.04 0.01
O 0.76 -1.11 -0.73
O 1.00 0.16 1.20
O 0.07 1.17 -0.72
O -1.11 -0.54 0.45
N -1.54 1.93 -2.47
C -2.39 3.08 -2.32
C -3.15 3.13 -3.70
C -2.83 1.95 -4.39
C -1.76 1.25 -3.68
H -0.84 1.79 -1.75
H -2.54 3.78 -1.47
H -3.86 4.03 -3.98
H -3.15 1.72 -5.33
H -1.21 0.55 -4.12
N -3.51 -0.14 1.17
C -4.44 -0.09 0.02
C -5.81 0.15 0.50
C -5.72 0.35 2.02
C -4.13 0.11 2.34
H -2.53 -0.35 0.94
H -4.25 -0.33 -1.19
H -6.75 0.10 -0.05
H -6.36 0.80 2.68
H -3.61 -0.01 3.35
N 3.37 -0.07 2.28
C 3.55 -0.54 3.62
C 5.01 -0.54 3.85
C 5.70 0.08 2.60
C 4.57 0.39 1.73
H 2.52 0.21 1.95
H 2.67 -0.72 4.32
H 5.61 -0.84 4.55
H 6.67 0.36 2.54
H 4.59 0.75 0.60
N 2.15 -3.21 -0.59
C 2.22 -4.25 -1.43
C 3.35 -5.05 -1.00
C 3.95 -4.30 0.07
C 3.22 -2.98 0.15
H 1.59 -2.19 -0.73
H 1.38 -4.38 -2.25
H 3.59 -6.17 -1.35
H 5.02 -4.75 0.71
H 3.53 -1.93 0.54
N -1.72 -3.01 0.75
C -1.17 -4.05 0.13
C -1.86 -5.35 0.74
C -2.73 -4.85 1.91
C -2.60 -3.31 1.86
H -1.45 -2.08 0.55
H -0.29 -4.10 -0.47
H -1.69 -6.29 0.23
H -2.95 -5.46 2.73
H -3.10 -2.71 2.48
N 0.07 0.41 3.67
C -0.82 -0.66 3.87
C -1.41 -0.62 5.27
C -0.82 0.61 5.85
C 0.13 1.25 4.73
H 0.57 0.23 2.70
H -0.74 -1.23 3.05
H -2.07 -1.26 5.81
H -1.04 1.13 6.87
H 0.74 2.12 4.78
N 0.01 -1.83 -3.13
C -1.35 -2.06 -3.30
C -1.65 -2.11 -4.85
C -0.27 -2.09 -5.47
C 0.66 -1.98 -4.34
H 0.28 -1.37 -2.17
H -1.89 -2.11 -2.32
H -2.34 -2.14 -5.49
H -0.04 -2.28 -6.44
H 1.74 -1.86 -4.20
N 1.21 3.47 -0.38
C 2.53 3.40 -0.16
C 3.02 4.83 -0.05
C 1.85 5.69 -0.29
C 0.70 4.75 -0.57
H 0.77 2.54 -0.53
H 3.19 2.64 -0.14
H 4.00 5.11 0.02
H 1.73 6.67 -0.26
H -0.41 4.74 -0.94
C -1.62 2.43 1.81
N -1.68 3.96 1.75
O -0.85 4.42 2.44
O -2.61 4.51 1.15
H -2.28 1.96 1.05
H -2.03 1.94 2.58
H -0.48 2.41 1.51
C 2.28 1.48 -3.06
N 2.86 1.22 -4.37
O 3.92 0.74 -4.58
O 2.31 1.96 -5.30
H 3.20 1.41 -2.53
H 1.48 0.94 -2.90
H 1.91 2.50 -2.97
*
```

HOMO ... -3.098 eV
F_max ... 12.96 eV Å⁻¹
HOMO-LUMO gap ... 0.2521 Ha
ΔE to the lowest compared entry with this formula, charge and spin ... 81.46 kcal per mole

=====

Entry 3:
Density functional theory data (ωB97M-V with the def2-TZVPD basis set) for a cluster of 10 separate species, C34H46N14O4 in total at a distorted geometry.

ORCA input file:
```
! wB97M-V def2-TZVPD RIJCOSX def2/J DEFGRID3
* xyz 0 1
C -3.75 -1.19 -0.55
C -3.07 -1.80 -1.58
C -3.25 -3.18 -1.85
N -4.00 -3.93 -1.08
C -4.62 -3.38 -0.06
C -4.42 -2.07 0.31
H -3.65 -0.15 -0.26
H -2.46 -1.19 -2.23
H -2.75 -3.64 -2.70
H -5.27 -4.01 0.58
H -4.88 -1.64 1.22
C 4.72 -4.18 -1.25
C 4.82 -3.40 -2.42
C 4.68 -2.04 -2.35
N 4.41 -1.42 -1.20
C 4.17 -2.19 -0.14
C 4.29 -3.60 -0.09
H 4.79 -5.26 -1.31
H 5.03 -3.76 -3.41
H 4.68 -1.42 -3.20
H 3.86 -1.74 0.79
H 3.94 -4.26 0.71
C -3.24 1.91 2.61
C -4.28 2.19 1.71
C -4.36 3.56 1.29
N -3.64 4.54 1.84
C -2.77 4.23 2.76
C -2.58 2.96 3.19
H -3.02 0.89 2.94
H -4.74 1.39 1.19
H -5.11 3.83 0.55
H -2.21 5.03 3.23
H -1.73 2.85 3.90
C -1.33 -4.97 1.36
C -0.97 -5.13 2.69
C -0.12 -4.25 3.33
N 0.39 -3.19 2.68
C 0.07 -3.03 1.41
C -0.76 -3.86 0.73
H -1.95 -5.65 0.85
H -1.39 -5.96 3.24
H 0.13 -4.40 4.39
H 0.46 -2.30 0.76
H -0.87 -3.65 -0.31
C 3.27 2.14 -2.79
C 2.22 2.82 -2.16
C 2.56 3.54 -0.98
N 3.77 3.60 -0.46
C 4.71 2.89 -1.04
C 4.51 2.12 -2.14
H 3.17 1.65 -3.81
H 1.20 2.89 -2.58
H 1.76 4.11 -0.46
H 5.65 3.03 -0.52
H 5.31 1.55 -2.58
C -1.76 2.12 -3.77
C -2.91 1.34 -3.65
C -3.73 1.51 -2.54
N -3.45 2.35 -1.56
C -2.40 3.17 -1.70
C -1.57 3.09 -2.79
H -1.07 2.06 -4.56
H -3.14 0.55 -4.37
H -4.61 0.90 -2.43
H -2.27 3.95 -1.00
H -0.80 3.83 -2.90
N 3.43 4.28 2.30
C 2.58 3.25 2.67
N 1.41 3.72 3.36
O 2.72 2.04 2.40
H 3.97 4.17 1.44
H 3.07 5.19 2.47
H 1.50 4.61 3.77
H 0.92 3.03 3.90
N 1.18 -2.68 -2.48
C 0.85 -2.68 -3.90
N -0.10 -1.69 -4.20
O 1.36 -3.43 -4.75
H 0.98 -1.83 -1.99
H 1.99 -3.20 -2.11
H -0.64 -1.20 -3.42
H -0.53 -1.76 -5.09
N 0.62 0.02 3.18
C -0.17 0.33 4.23
N -0.81 -0.70 4.84
O -0.14 1.46 4.76
H 1.35 0.77 2.92
H 0.70 -0.92 2.77
H -1.72 -0.47 5.25
H -0.74 -1.61 4.44
N 1.44 0.56 0.11
C 0.18 0.47 -0.33
N -0.77 1.12 0.31
O -0.07 -0.15 -1.33
H 2.20 0.42 -0.52
H 1.63 1.18 0.93
H -1.57 1.07 -0.28
H -0.49 1.87 0.93
*
```

SMILES ... c1ccncc1.c1ccncc1.c1ccncc1.c1ccncc1.c1ccncc1.c1ccncc1.NC(N)=O.NC(N)=O.NC(N)=O.NC(N)=O
HOMO ... -9.354 eV
F_max ... 3.26 eV Å⁻¹
HOMO-LUMO gap ... 0.3620 Ha

=====

Number 1: E_tot -3229.7136 Eh. Number 2: E_tot -2870.0922 Eh. Number 3: E_tot -2390.8489 Eh.